A single C4H7NOS2 molecule at a distorted geometry. Source: OMol25; level of theory: ωB97M-V/def2-TZVPD.

## Properties
Relative energy (zero: lowest compared OMol25 entry of this formula, charge and spin), kJ/mol: 112.0
HOMO, eV: -8.5564
Structure (SMILES): C[C@]1(CS)OC=NS1

Last column: Löwdin charge in e.
Element x y z (Å)
C1 0.44398 0.57007 1.44970  -0.087
C2 0.05397 0.05316 0.02204  -0.797
C3 -1.29971 -0.72800 0.12425  -0.490
C4 1.57785 -0.67929 -1.53319  -0.316
H1 -0.33617 1.25302 1.91039  0.070
H2 1.41968 1.08456 1.32245  0.084
H3 0.69158 -0.28258 2.10021  0.086
H4 -1.55044 -1.15517 -0.85678  0.082
H5 -1.12424 -1.49474 0.88257  0.087
H6 -2.14945 1.45332 -0.27118  -0.148
H7 2.31899 -1.36935 -1.95627  0.141
N1 1.26849 0.36515 -2.19241  -0.274
O1 1.08505 -0.88180 -0.30134  -0.068
S1 -2.54956 0.50951 0.63881  0.704
S2 0.14999 1.30213 -1.33925  0.925